(1)
Below is 2 unconnected molecules or ions with the total composition C4H12 at a distorted geometry, with properties calculated with wB97M-V/def2-TZVPD.

Results
Orbital gap (spin up / spin down), eV: 2.73 / 11.61
E_LUMO (spin up / spin down), eV: 4.28 / 4.41
Energy relative to the best compared isomer or geometry (same formula, charge and spin), eV: 0.685
Expectation value of S²: 0.7503
Highest occupied orbital energy (spin up / spin down), eV: 1.556 / -7.197
2S+1: 2
Charge: -1
E_tot, a.u.: -159.5050

Each line ends with the Mulliken spin population.
CARTESIAN COORDINATES (ANGSTROEM)
1 C 1.69208 0.43666 -0.80181  0.691
2 C -1.33328 -1.42959 1.48814  1.685
3 C 1.51421 1.00723 -2.22003  0.767
4 C -1.84461 -0.00153 1.57280  1.432
5 H -1.81736 0.58053 0.65864  -0.079
6 H -0.20078 -1.37853 1.38401  -0.204
7 H -1.59667 -1.80339 0.51970  -0.483
8 H 1.24214 -0.54273 -0.81154  -0.152
9 H 1.25473 1.03048 -0.04345  -0.090
10 H 0.71547 0.42950 -2.73125  -0.316
11 H 2.46314 0.96586 -2.80553  -0.031
12 H 1.13269 2.04969 -2.34032  -0.271
13 H -1.46259 -2.16876 2.25777  -0.636
14 H 2.78312 0.39100 -0.55002  -0.244
15 H -1.53088 0.61986 2.41115  -0.524
16 H -2.94355 -0.20861 1.69532  -0.546



(2)
Below is CCl4OS in the gas phase at a distorted geometry, with properties calculated with wB97M-V/def2-TZVPD.

Results
Orbital gap (spin up / spin down), eV: 7.83 / 6.99
E_LUMO (spin up / spin down), eV: -2.18 / -2.43
Energy relative to the best compared isomer or geometry (same formula, charge and spin), eV: 3.668
Highest occupied orbital energy (spin up / spin down), eV: -10.002 / -9.427
2S+1: 1
Charge: 0
E_tot, a.u.: -2352.1526

Each line ends with the natural charge from an NBO analysis.
CARTESIAN COORDINATES (ANGSTROEM)
1 Cl -0.07454 0.28193 1.74118  0.460
2 Cl -1.85740 1.36179 -0.67722  -0.188
3 Cl -0.16325 -2.03209 2.17668  -0.391
4 Cl 2.05782 0.06020 -0.05729  0.153
5 S -0.59225 -0.08970 -1.11045  1.318
6 O 0.17267 0.00099 -2.31147  -0.871
7 C 0.45696 0.41688 0.23858  -0.481



(3)
Below is 2 unconnected molecules or ions with the total composition C2H8N2O at a distorted geometry, with properties calculated with wB97M-V/def2-TZVPD.

Results
Orbital gap, eV: 9.16
E_LUMO, eV: 0.89
Energy relative to the best compared isomer or geometry (same formula, charge and spin), eV: 2.418
Highest occupied orbital energy, eV: -8.270
2S+1: 1
SMILES: N/C=C/N.O
Charge: 0
E_tot, a.u.: -265.6943

Each line ends with the natural charge from an NBO analysis.
CARTESIAN COORDINATES (ANGSTROEM)
1 O 2.62059 0.36660 -0.39885  -0.929
2 N -2.18122 0.78900 -0.29171  -0.847
3 N 0.77291 -1.30260 0.71955  -0.832
4 C -0.46979 -0.66926 0.67507  0.000
5 C -0.86224 0.48583 0.11946  -0.138
6 H 1.42508 -1.29407 -0.07310  0.395
7 H -0.13852 1.25086 -0.18460  0.132
8 H 1.69132 0.45020 -0.14861  0.464
9 H -2.31451 0.65301 -1.28249  0.364
10 H 2.62360 1.14132 -0.98273  0.464
11 H 0.55444 -2.32150 0.70594  0.373
12 H -1.21750 -1.26926 1.20824  0.192
13 H -2.50415 1.71989 -0.06616  0.360



(4)
Below is a molecular structure, C28H28Br2IrN4O3, with properties calculated with wB97M-V/def2-TZVPD.

Results
Orbital gap (spin up / spin down), eV: 7.53 / 4.91
E_LUMO (spin up / spin down), eV: -8.35 / -11.14
Energy relative to the best compared isomer or geometry (same formula, charge and spin), eV: 0.130
Expectation value of S²: 6.0476
Highest occupied orbital energy (spin up / spin down), eV: -15.886 / -16.058
2S+1: 5
Charge: +3
E_tot, a.u.: -6779.8360

Each line ends with the Mulliken spin population.
CARTESIAN COORDINATES (ANGSTROEM)
1 Ir -1.29126 -0.10930 -0.85829  1.963
2 Br -2.30209 -1.95679 -1.85047  0.224
3 Br 4.34558 3.33825 2.79323  0.001
4 O -6.51957 1.64049 -0.13045  -0.002
5 O 0.26680 1.79738 -0.13346  0.015
6 O -0.14095 -0.37233 1.27698  0.124
7 N 2.10144 -1.38954 4.69077  -0.037
8 N 0.44717 -1.89715 3.27001  0.073
9 N -2.51977 1.35416 0.45357  0.125
10 N -0.48471 0.77911 -5.22742  0.002
11 C -4.54975 2.35776 1.05352  0.038
12 C 1.37603 -1.22234 -1.36572  -0.098
13 C 0.01471 1.30316 -3.88637  -0.008
14 C 1.67962 0.15961 2.79312  0.020
15 C 1.42755 -1.01133 3.57222  0.089
16 C 3.10387 -0.66321 -2.93434  0.025
17 C 0.86808 0.43447 1.67460  0.117
18 C 0.58468 0.55733 -6.25226  -0.001
19 C 0.23697 3.11216 -0.71244  0.001
20 C -3.14713 0.64691 -0.42732  0.142
21 C 0.49074 -2.85030 4.20262  0.238
22 C 2.23097 0.21540 -3.55459  0.005
23 C 1.54821 -2.55935 5.14314  0.148
24 C 0.49432 -0.32259 -1.97270  0.345
25 C 2.72731 1.04443 3.13087  0.022
26 C -4.48865 0.67423 -0.70502  0.083
27 C -5.21415 1.57604 0.08536  -0.005
28 C 1.82847 -3.36878 6.21998  -0.026
29 C 2.66335 -1.40717 -1.85265  -0.006
30 C 2.14318 2.43432 1.25962  0.077
31 C 1.02310 -4.49235 6.34469  0.232
32 C -0.03685 -4.80740 5.42251  0.076
33 C 2.95593 2.15885 2.37026  -0.006
34 C -3.19148 2.23588 1.21926  0.020
35 C 0.90956 0.35761 -3.12669  0.011
36 C -0.31493 -4.01161 4.36016  0.021
37 C -1.33663 -0.43766 -5.09217  0.003
38 C 1.10812 1.59023 0.92243  -0.079
39 H 3.32331 -2.11869 -1.37410  0.002
40 H 0.09916 0.30346 -7.19114  0.000
41 H 2.86703 -0.89727 5.12487  -0.002
42 H -1.78111 -0.65868 -6.05922  -0.002
43 H 4.11841 -0.76400 -3.29464  0.002
44 H -0.65015 3.14748 -1.33876  -0.004
45 H 2.59481 0.81388 -4.38069  0.003
46 H 1.12915 3.28479 -1.31431  0.002
47 H -4.97868 0.06192 -1.44646  0.003
48 H 3.36298 0.85352 3.98353  0.000
49 H -1.07704 1.52372 -5.59889  0.000
50 H 1.21455 -0.26434 -5.92751  0.001
51 H -0.70670 -1.26255 -4.76872  -0.001
52 H -2.11191 -0.24668 -4.35652  -0.004
53 H -0.61481 -5.70400 5.59760  0.004
54 H 1.16424 1.46976 -6.36845  0.000
55 H -6.96884 2.26745 0.45280  0.000
56 H -2.64133 2.80977 1.95136  0.001
57 H -5.10453 3.04978 1.67374  0.004
58 H 2.61712 -3.15662 6.92788  0.003
59 H 1.19509 -5.16733 7.17317  0.002
60 H -0.19394 -1.15816 1.89740  -0.013
61 H 0.15558 3.86850 0.06818  0.000
62 H 0.53203 2.23402 -4.12144  0.002
63 H -1.10771 -4.23376 3.66067  -0.002
64 H -0.88799 1.53563 -3.31988  -0.006
65 H 2.34549 3.32235 0.67842  0.001
66 H 1.06799 -1.80251 -0.50546  0.031



(5)
Below is C2H7N3 in the gas phase at a distorted geometry, with properties calculated with wB97M-V/def2-TZVPD.

Results
Orbital gap, eV: 10.42
E_LUMO, eV: 0.94
Energy relative to the best compared isomer or geometry (same formula, charge and spin), eV: 2.900
Highest occupied orbital energy, eV: -9.481
2S+1: 1
SMILES: [H]/N=C\NNC
Charge: 0
E_tot, a.u.: -244.5688

Each line ends with the natural charge from an NBO analysis.
CARTESIAN COORDINATES (ANGSTROEM)
1 N -1.58621 -0.25313 -0.92613  -0.661
2 N 0.76405 -0.68520 -0.36052  -0.497
3 N 0.24848 -0.14216 0.91338  -0.455
4 C 0.58613 1.22979 1.25200  -0.423
5 C -0.33453 -0.41763 -1.20094  0.225
6 H 1.61137 -0.38709 -0.88191  0.372
7 H -0.12247 -0.82901 -2.27988  0.154
8 H -1.52728 -0.04168 0.15468  0.344
9 H 0.55811 -0.76121 1.53842  0.355
10 H 0.01765 1.86865 0.52960  0.204
11 H 0.23543 1.36971 2.21688  0.212
12 H 1.73333 1.47110 1.02878  0.169



(6)
Below is a molecular structure, C23H20N3O4STc, with properties calculated with wB97M-V/def2-TZVPD.

Results
Orbital gap (spin up / spin down), eV: 6.34 / 6.32
E_LUMO (spin up / spin down), eV: -0.49 / -0.49
Energy relative to the best compared isomer or geometry (same formula, charge and spin), eV: 0.020
Highest occupied orbital energy (spin up / spin down), eV: -6.834 / -6.805
2S+1: 1
Charge: 0
E_tot, a.u.: -1832.6491

Each line ends with the natural charge from an NBO analysis.
CARTESIAN COORDINATES (ANGSTROEM)
1 Tc 0.17771 0.58584 -0.37557  0.676
2 S 0.43339 3.02065 -0.66766  -0.135
3 O 1.86257 1.32115 0.52520  -0.506
4 O 0.99388 -3.88905 -3.53385  -0.697
5 O -0.95716 -0.61351 -1.71340  -0.695
6 O -1.81464 1.07443 0.21589  -0.606
7 N 0.96396 -1.82964 -1.88091  -0.481
8 N -2.60618 1.79284 -1.77688  -0.771
9 N 1.41372 -0.97595 -0.92208  -0.267
10 C 4.64739 -0.80732 2.69788  -0.235
11 C -0.50142 3.99090 3.84602  -0.213
12 C 2.72687 0.61303 1.30942  0.401
13 C 4.30213 0.47205 3.10507  -0.174
14 C -0.09452 3.72157 2.54767  -0.171
15 C 4.03806 -1.36512 1.59069  -0.148
16 C -4.16981 1.26474 -0.01169  -0.700
17 C -0.27050 -3.54485 -3.81532  0.438
18 C 3.34797 1.18873 2.40104  -0.274
19 C -2.26165 -4.03582 -5.08725  -0.168
20 C 0.27843 2.43338 2.17679  -0.152
21 C -0.28555 -1.57255 -2.22577  0.595
22 C 2.45795 -1.34516 -0.26670  0.115
23 C -2.92027 -2.95689 -4.50052  -0.270
24 C 0.22761 1.41148 3.12602  -0.125
25 C 0.64014 2.13175 0.78466  0.045
26 C -0.53172 2.97368 4.78954  -0.206
27 C -0.16710 1.68460 4.42480  -0.232
28 C -0.92985 -2.44966 -3.21934  -0.247
29 C -2.76656 1.38462 -0.52239  0.727
30 C -0.95592 -4.32485 -4.74845  -0.304
31 C 3.05631 -0.67836 0.86910  -0.188
32 C -2.25205 -2.17907 -3.57945  -0.139
33 H -0.20137 0.88625 5.15530  0.214
34 H -3.94446 -2.73054 -4.76515  0.210
35 H -0.84435 3.18168 5.80461  0.214
36 H -4.80458 2.06312 -0.39157  0.224
37 H 3.07612 2.19452 2.69131  0.239
38 H -2.77382 -4.65440 -5.81307  0.212
39 H -4.57358 0.30662 -0.34335  0.246
40 H 1.32879 -3.24758 -2.85509  0.507
41 H -0.42864 -5.15930 -5.19181  0.222
42 H -2.73404 -1.33209 -3.11014  0.223
43 H 5.39746 -1.36585 3.24133  0.221
44 H 4.78011 0.91940 3.96591  0.221
45 H 0.48106 0.39778 2.84000  0.207
46 H 2.91006 -2.28764 -0.56427  0.200
47 H -3.38744 2.03836 -2.35753  0.403
48 H 4.31502 -2.36070 1.26486  0.216
49 H -0.06772 4.50606 1.80125  0.229
50 H -1.66101 1.87269 -2.13201  0.437
51 H -0.79150 4.99627 4.12240  0.215
52 H -4.15932 1.27772 1.07447  0.250



The highest energy relative to the best compared isomer or geometry (same formula, charge and spin) belongs to which entry? CCl4OS



The highest charge belongs to which entry? C28H28Br2IrN4O3



E_tot of number 2 (CCl4OS)? -2352.1526 a.u.